(1)
{
  "formula": "C24H55ClF3N2O9P2S",
  "method": "ωB97M-V/def2-TZVPD",
  "symbols": ["Cl", "S", "P", "P", "F", "F", "F", "O", "O", "O", "O", "O", "O", "O", "O", "O", "N", "N", "C", "C", "C", "C", "C", "C", "C", "C", "C", "C", "C", "C", "C", "C", "C", "C", "C", "C", "C", "C", "C", "C", "C", "C", "H", "H", "H", "H", "H", "H", "H", "H", "H", "H", "H", "H", "H", "H", "H", "H", "H", "H", "H", "H", "H", "H", "H", "H", "H", "H", "H", "H", "H", "H", "H", "H", "H", "H", "H", "H", "H", "H", "H", "H", "H", "H", "H", "H", "H", "H", "H", "H", "H", "H", "H", "H", "H", "H", "H"],
  "coordinates": [[2.5582, -0.2836, 4.0892], [2.8713, -2.1094, 0.1238], [1.0827, -1.0558, -2.6393], [1.4368, 0.4274, 2.4240], [0.2919, -3.1329, 0.2513], [2.0112, -4.5863, 0.4303], [1.5938, -3.2837, 2.2248], [0.1842, -0.7169, 2.2132], [6.2206, 4.0876, -1.1240], [-2.8163, 1.9723, -0.6763], [0.5051, -2.4883, -2.6507], [-2.7436, -2.1302, 4.5759], [-5.1801, 5.9200, -1.9396], [3.4014, -2.7633, -1.1434], [-0.5704, -8.3279, 0.3940], [4.0343, -2.1922, 1.1027], [2.0960, 2.1327, -0.9604], [2.3924, -0.5020, -0.1421], [1.5780, -3.2731, 0.7944], [-0.3794, 1.8427, -0.1688], [-3.2463, -1.4121, 5.6968], [5.7875, 5.9252, -2.7029], [-3.6750, -2.9458, 3.8754], [1.1175, -0.3019, -0.8652], [-1.6537, 2.1114, -1.1475], [5.6948, 5.4008, -1.2818], [-0.0081, -7.1982, -0.2595], [7.6013, 3.9152, -1.4302], [8.5251, 4.7536, -0.5645], [-3.7955, -2.3058, 6.7933], [2.6617, 0.4468, 0.9694], [0.8539, 1.3019, -1.0973], [3.1003, 1.9405, -2.0776], [-6.8549, 5.2393, -0.2709], [-0.4663, -9.8623, -1.5273], [-4.6674, 4.6234, -2.2085], [-1.2992, -9.2334, -0.4237], [-1.0411, -6.2985, -0.9135], [-6.5467, 5.9920, -1.5523], [-4.8381, -2.1693, 3.2826], [-5.3780, 3.9122, -3.3472], [2.6716, 1.9878, 0.4206], [-6.1982, 5.5692, 0.5381], [-4.6785, -2.8555, 6.4603], [0.4811, 1.4573, -2.1830], [4.1403, 2.3819, -1.7932], [-7.1910, 5.6554, -2.3708], [-0.1324, -9.1172, -2.2532], [-5.4691, -2.8274, 2.6815], [4.6402, 5.3466, -0.9957], [-1.6587, -10.0253, 0.2383], [-4.0295, -3.7560, 4.5206], [-4.6759, 4.0160, -1.2974], [-0.5656, -5.4017, -1.3199], [7.8252, 2.8590, -1.2600], [-5.3781, 4.5325, -4.2472], [0.5166, -6.6275, 0.5101], [-0.1252, 2.8476, 0.3122], [-3.1193, -3.4191, 3.0616], [5.2892, 6.8942, -2.7865], [-3.9941, -0.6806, 5.3740], [0.7502, -7.5166, -0.9822], [-3.6164, 4.7576, -2.4813], [-1.0491, -10.6143, -2.0637], [9.5686, 4.5145, -0.7782], [-4.0820, -1.7110, 7.6641], [-4.8861, 2.9626, -3.5703], [-0.0734, -1.1575, 3.0572], [0.2087, -0.2565, -3.4834], [0.4274, -10.3352, -1.1121], [-4.4743, -1.3531, 2.6527], [3.7151, 0.3221, 1.4344], [6.8249, 6.0562, -3.0166], [-1.8035, -5.9968, -0.1903], [3.7750, 2.3284, 0.3490], [0.1682, -0.6834, -0.3597], [3.3004, 0.8297, -2.3000], [-6.4201, 3.6990, -3.0994], [8.3833, 5.8220, -0.7427], [1.7875, 3.1281, -1.0424], [2.4389, -1.0912, -3.1343], [-6.7672, 7.0509, -1.3991], [-3.0496, -3.0434, 7.1000], [-7.8930, 5.4030, 0.0288], [-6.7085, 4.1634, -0.3905], [-5.4632, -1.7255, 4.0608], [5.3214, 5.2274, -3.4038], [-1.5539, -6.8046, -1.7344], [8.3288, 4.5718, 0.4953], [-2.1895, -8.7432, -0.8321], [-1.4853, 2.3776, -2.2494], [6.1732, 6.0875, -0.5771], [-2.4056, -0.8408, 6.0983], [2.7328, 2.5050, -3.0026], [2.1933, 2.7053, 1.1874], [-0.7454, 1.0494, 0.5748], [7.7797, 4.1023, -2.4940]],
  "mulliken_charge": [-0.2434, 1.0751, 0.4635, 0.2562, -0.1751, -0.1963, -0.1895, -0.5053, -0.3253, -0.4853, -0.5576, -0.3622, -0.4521, -0.6166, -0.4430, -0.6377, 0.1247, -0.1251, 0.7093, -0.2507, -0.3242, -1.1060, -0.2897, -0.2462, -0.1090, -0.2978, -0.1501, -0.3841, -1.0647, -1.0664, -0.1816, -0.8294, -0.3102, -0.9966, -1.0089, -0.0823, -0.3100, -0.8474, -0.2914, -1.0168, -1.0597, -0.8487, 0.2762, 0.2688, 0.6128, -0.0054, 0.2860, 0.2530, 0.4001, 0.2845, 0.3402, 0.2951, 0.2174, 0.2241, 0.3095, 0.3097, 0.1215, 0.3434, 0.2944, 0.3977, 0.3200, 0.2708, 0.2104, 0.3877, 0.3902, 0.3830, 0.3582, 0.2565, 0.1141, 0.2807, 0.2470, 0.8195, 0.2700, 0.2443, 0.2705, 0.5289, 0.1563, 0.2711, 0.2736, 0.4833, 0.0899, 0.3265, 0.3012, 0.3811, 0.2445, 0.2630, 0.2905, 0.3339, 0.2931, 0.2889, 0.3305, 0.3551, 0.2982, 0.3670, 0.4354, 0.0555, 0.3379],
  "max_force_ev_per_a": 9.23,
  "orbital_gap_ev": 7.17,
  "charge": 1,
  "e_homo_ev": -10.799,
  "energy_ha": -3574.30447
}

=====

(2)
{
  "formula": "C24H56BF6InN3O10S",
  "method": "ωB97M-V/def2-TZVPD",
  "symbols": ["In", "S", "F", "F", "F", "F", "F", "F", "O", "O", "O", "O", "O", "O", "O", "O", "O", "O", "N", "N", "N", "C", "C", "C", "C", "C", "C", "C", "C", "C", "C", "C", "C", "C", "C", "C", "C", "C", "C", "C", "C", "C", "C", "C", "C", "B", "H", "H", "H", "H", "H", "H", "H", "H", "H", "H", "H", "H", "H", "H", "H", "H", "H", "H", "H", "H", "H", "H", "H", "H", "H", "H", "H", "H", "H", "H", "H", "H", "H", "H", "H", "H", "H", "H", "H", "H", "H", "H", "H", "H", "H", "H", "H", "H", "H", "H", "H", "H", "H", "H", "H", "H"],
  "coordinates": [[-5.0426, -3.3791, 0.2445], [-6.3074, -4.4187, -1.7626], [-7.5709, -6.0554, 0.6433], [-3.4652, -1.8776, -1.8807], [-9.0011, -4.3102, -2.0417], [-8.6590, -4.1726, 0.5943], [-8.1732, -6.3414, -2.1041], [-9.6587, -6.0168, 0.0695], [2.0345, -2.5295, -6.3521], [-1.4977, 1.3995, -2.2609], [-2.6575, -5.2862, 1.3779], [2.4911, -2.8081, -1.7868], [-6.5595, -3.4320, -2.8128], [0.1365, 5.2419, -0.3493], [4.8729, 4.4845, 6.8801], [-5.5935, -5.6331, -2.1652], [-2.1322, -4.2756, -0.7132], [1.4259, 4.5024, 3.8301], [1.7937, 3.8350, 6.7077], [0.6688, 2.3071, -0.1633], [4.2490, -2.3975, -4.3605], [1.4126, 4.6491, -0.1498], [4.7010, 4.6967, 5.4922], [-8.0796, -5.1404, -1.4835], [3.8468, 4.9949, 7.7081], [3.3515, -3.0166, -6.5559], [2.6459, 4.0692, 7.8665], [1.5096, 3.2957, -0.8228], [3.6238, -3.5601, -2.1650], [0.4669, 4.7320, 4.8519], [1.4762, 3.1699, 3.3499], [0.1085, -4.2114, 0.3285], [-8.4915, -5.3469, -0.0173], [-0.1243, 1.0765, -2.2676], [1.8785, -1.1348, -6.4985], [0.5188, 1.0464, -0.8869], [-1.8200, 2.7726, -2.2522], [3.9642, -3.5042, -5.2613], [-0.6642, 5.3065, 0.8137], [1.4382, -2.7649, -2.7361], [4.6317, -2.7868, -3.0082], [1.1369, 5.0197, 6.1776], [-4.1379, -0.7796, -1.2874], [-0.8361, -4.8668, -0.6935], [-4.9985, -1.1933, -0.1055], [-3.0162, -4.4453, 0.3095], [4.1254, -3.8334, -1.2324], [-4.7346, -0.3217, -2.0874], [-0.2161, 3.8816, 4.9379], [3.5544, 5.9973, 7.3703], [-1.0861, 3.3649, -2.8079], [-0.1140, 5.7481, 1.6508], [0.1387, -4.8415, 1.2252], [2.3445, -0.5737, -5.6801], [-0.0847, 0.3827, -0.2636], [4.1887, 5.6416, 5.2901], [1.2459, 3.4405, -1.8798], [3.0218, 3.0979, 8.1968], [2.0953, 3.1701, 2.4566], [2.5498, 2.9550, -0.7857], [1.5071, 0.5821, -0.9757], [-0.1203, 5.6089, 4.5621], [1.9213, 2.4831, 4.0784], [2.1559, 5.3147, -0.5991], [1.3690, -3.6956, -3.3055], [4.1451, 3.8848, 5.0149], [1.5647, -1.9261, -3.4279], [0.8098, -0.9293, -6.4929], [-6.0191, -0.8138, -0.2408], [5.6933, 4.7336, 5.0429], [-0.4382, -4.7168, -1.7049], [1.6330, 4.5769, 0.9181], [-1.9033, 3.1732, -1.2365], [-0.2656, -3.2261, 0.6173], [0.4816, 2.8096, 3.0757], [1.1185, -4.1486, -0.0852], [-2.7930, 2.8799, -2.7317], [0.4159, 1.7262, -2.9700], [-0.2494, 2.7062, -0.0152], [-1.0329, 4.3209, 1.1207], [2.3002, -0.7846, -7.4464], [-4.6213, -0.7384, 0.8199], [-3.3515, -0.0725, -0.9908], [4.2970, 5.1144, 8.6970], [-2.7506, -4.8019, 2.2073], [5.5537, -3.3758, -3.0698], [-6.0140, -3.6712, 1.6959], [3.4364, -1.7968, -4.3088], [4.8771, -1.8717, -2.4635], [-1.5215, 5.9360, 0.5804], [3.3141, -4.4979, -2.6437], [0.3765, 5.3504, 6.8923], [-0.0652, 0.0607, -2.6671], [2.0205, 4.4586, 8.6773], [3.2738, -4.2420, -4.8304], [3.9818, -2.2492, -7.0172], [2.3424, 3.4039, 5.9752], [1.8291, 5.8587, 6.0182], [3.2835, -3.8602, -7.2489], [0.5048, -2.6180, -2.1937], [4.9020, -4.0220, -5.4885], [-0.8877, -5.9483, -0.5309]],
  "mulliken_charge": [0.8032, 0.8919, -0.2281, -0.2804, -0.2661, -0.2223, -0.2678, -0.2824, -0.3356, -0.3514, -0.5779, -0.2316, -0.6801, -0.3827, -0.4312, -0.6929, -0.3668, -0.2914, -0.2948, 0.0871, -0.2870, -0.2351, -0.5166, 0.4805, -0.4661, -0.8141, -0.7046, -0.5177, -0.4773, -0.8579, -0.8227, -0.8804, 0.5054, -0.4550, -0.7045, -0.8164, -0.6743, -0.1602, -0.5938, -0.5772, -0.9781, -0.2666, 0.2362, -0.1847, -1.0103, 0.1123, 0.3493, 0.1906, 0.4242, 0.3419, 0.3236, 0.2597, 0.3470, 0.2803, 0.3775, 0.2636, 0.2646, 0.3780, 0.1303, 0.3685, 0.3439, 0.3992, 0.4102, 0.4349, 0.3064, 0.1597, 0.0309, 0.2459, 0.3336, 0.3209, 0.2297, -0.1283, 0.2024, 0.2058, 0.4078, 0.2051, 0.3213, 0.2659, 0.0350, 0.2299, 0.3440, 0.3672, -0.1655, 0.3436, 0.2725, 0.4533, -0.3696, 0.0700, 0.3609, 0.3009, 0.4223, 0.3932, 0.3351, 0.3975, 0.1682, 0.3975, 0.0782, 0.1800, 0.3910, 0.3895, 0.3808, 0.2976],
  "max_force_ev_per_a": 0.99,
  "orbital_gap_ev": 7.08,
  "charge": -1,
  "e_homo_ev": -5.113,
  "energy_ha": -3077.01270
}